Entry 1:
{"formula": "C35H42BFeGeN6Se", "method": "ωB97M-V with the def2-TZVPD basis set", "elements": ["C", "H", "H", "Se", "H", "H", "H", "H", "C", "C", "H", "Fe", "C", "H", "C", "H", "H", "C", "H", "H", "H", "H", "Ge", "N", "H", "C", "H", "C", "C", "H", "C", "C", "C", "C", "C", "H", "H", "H", "C", "H", "N", "H", "N", "C", "H", "C", "B", "C", "H", "C", "C", "N", "H", "H", "H", "H", "C", "H", "H", "H", "C", "C", "C", "C", "C", "H", "C", "C", "H", "H", "H", "H", "C", "H", "N", "C", "H", "H", "N", "C", "C", "H", "C", "H", "H", "C", "C"], "positions_angstrom": [[-2.310, 2.130, -4.270], [0.313, 0.644, -2.710], [-7.476, 0.976, 0.034], [-1.984, -0.565, -0.298], [-3.048, 1.660, -0.783], [-6.752, 0.866, -1.566], [-4.318, -2.220, 0.602], [6.078, -0.807, -0.825], [3.865, -0.958, -0.973], [0.902, -0.595, 4.042], [5.086, -4.077, -4.151], [0.634, -0.357, -0.318], [-5.213, -1.753, 0.196], [0.696, -0.962, 5.025], [-2.442, -3.456, 3.336], [-1.707, -1.272, -2.704], [2.240, 1.146, 5.631], [1.752, 0.443, 3.699], [3.327, 2.116, 2.129], [-5.280, 0.558, 2.770], [-3.107, 4.052, -3.765], [2.738, -4.606, -4.701], [-5.024, 0.222, 0.220], [0.949, -0.389, 1.825], [3.561, 4.457, 1.251], [0.426, 2.797, -1.091], [-1.510, 4.440, -1.942], [-1.465, 3.523, -2.508], [5.105, -0.499, -0.508], [0.741, 4.992, -0.985], [-0.470, 1.377, -2.920], [3.561, -1.954, -1.989], [4.284, -3.569, -3.635], [2.486, 4.575, 1.371], [-2.002, -1.803, -1.800], [-1.518, -1.918, 4.490], [5.609, -2.409, -2.440], [-3.162, -4.945, 1.981], [4.816, 0.449, 0.458], [1.418, -1.752, -1.803], [3.473, 0.536, 0.551], [-3.589, 0.316, 2.343], [1.746, 2.325, 0.564], [-0.540, -2.169, 2.600], [6.775, 1.010, 1.040], [-3.397, 0.638, -0.916], [2.632, 1.445, 1.466], [5.746, 1.257, 1.286], [0.912, -3.439, -3.526], [-0.509, 2.561, -2.182], [2.501, 1.353, 4.598], [1.761, 0.537, 2.354], [-3.538, 0.469, -1.981], [2.255, 2.388, 4.370], [5.587, 2.320, 1.112], [-6.057, -2.056, 0.806], [-1.460, -3.901, 1.193], [-3.004, -2.209, -1.916], [-3.001, 1.972, -5.084], [2.231, 4.349, 2.405], [2.967, -3.867, -3.948], [0.413, -1.096, 2.832], [-2.365, 3.303, -3.534], [-1.354, 1.174, -3.966], [-6.581, 1.184, -0.543], [2.221, 5.609, 1.166], [-4.513, 0.808, 2.044], [-1.501, -2.471, 3.564], [-1.287, 0.278, -4.568], [5.582, 1.061, 2.345], [-5.378, -2.128, -0.808], [-6.409, 2.256, -0.530], [2.241, -2.268, -2.320], [0.262, -2.711, 0.678], [2.899, -0.312, -0.309], [-0.528, -2.902, 1.410], [-1.296, -2.602, -1.574], [-1.430, -4.483, 0.283], [0.938, 1.794, -0.366], [1.942, -3.210, -3.283], [-2.426, -4.173, 2.150], [3.575, 1.225, 4.474], [4.578, -2.625, -2.669], [-3.192, -3.664, 4.085], [-4.357, 1.882, 2.080], [0.923, 4.009, -0.602], [1.751, 3.669, 0.454]], "mulliken_charge": [-0.53, 0.70, 0.39, 0.55, 0.35, 0.36, 0.08, 0.55, 0.40, -1.52, 0.41, 0.51, -0.92, 0.57, -0.65, 0.17, 0.39, 1.01, -0.09, 0.40, 0.44, 0.42, 0.65, 0.15, 0.24, -0.44, 0.41, -0.63, -1.49, 0.58, -0.18, 0.38, -0.79, -1.38, -1.00, 0.39, 0.40, 0.44, 0.83, -0.49, -0.11, 0.27, 0.66, 0.68, 0.37, -1.11, -0.68, -1.37, 0.44, 0.45, -1.36, 0.67, 0.49, 0.25, 0.24, 0.41, -0.47, 0.50, 0.44, 0.25, -0.53, -0.46, -0.68, -0.67, -1.18, 0.39, -1.07, -0.77, 0.49, 0.25, 0.34, 0.37, 1.27, 0.80, 0.81, -0.25, 0.21, 0.44, 0.18, -1.12, -0.62, 0.24, -0.81, 0.44, 0.34, -1.52, 1.02], "lumo_energy_ev": [-2.4, -3.1], "total_charge": 1, "spin_multiplicity": 5, "orbital_gap_ha": [0.3104, 0.2831], "e_homo_ev": [-10.81, -10.80], "relative_energy_kcal_mol": 24.13}



Entry 2:
{"formula": "C23H35BBr2F7N2O8S2", "method": "ωB97M-V with the def2-TZVPD basis set", "elements": ["O", "O", "H", "C", "H", "H", "C", "C", "H", "C", "C", "C", "F", "H", "H", "H", "O", "H", "C", "C", "H", "B", "H", "H", "C", "H", "H", "H", "F", "H", "H", "H", "H", "H", "N", "C", "C", "C", "H", "H", "O", "F", "H", "C", "C", "H", "C", "H", "O", "H", "C", "F", "H", "C", "H", "C", "O", "O", "C", "H", "H", "C", "S", "F", "F", "H", "Br", "H", "F", "O", "C", "C", "N", "Br", "H", "C", "S", "H", "H", "H"], "positions_angstrom": [[-1.164, 0.140, -2.005], [1.567, 1.828, -1.006], [1.910, 5.252, -4.258], [-2.101, -2.819, -2.200], [1.758, -2.292, -3.915], [2.365, 0.311, 1.657], [0.295, 0.429, 1.954], [0.591, 2.493, -1.622], [1.924, -2.553, 0.441], [1.749, 5.828, -3.345], [-2.207, 1.637, -0.592], [2.721, -2.400, -3.408], [-2.681, 1.943, -1.807], [1.173, 2.192, 3.489], [-2.408, -1.801, -2.396], [-2.817, -3.464, -2.689], [4.138, 6.143, -2.969], [0.533, -1.638, 4.427], [-0.902, -0.976, 0.032], [-0.561, -2.049, 2.320], [1.868, -0.604, 3.033], [0.626, -3.206, 2.221], [2.364, 1.243, 4.350], [4.313, 5.658, -3.780], [-2.071, -3.172, -0.715], [2.852, 2.109, 2.949], [0.791, -1.206, 1.098], [-2.266, 0.127, 2.401], [-1.431, 2.938, 1.265], [2.730, 7.365, -2.195], [-0.417, 0.816, 2.651], [-1.617, -4.596, 3.032], [2.981, -0.292, -3.019], [0.791, 6.342, -3.428], [-0.132, -0.877, 1.375], [1.497, -3.433, 0.910], [-4.282, -1.782, -0.372], [-2.966, 0.101, 3.208], [2.313, -4.116, 1.096], [-2.482, 0.329, 4.143], [-3.255, -1.221, 0.168], [-0.443, 4.562, -1.457], [2.943, 7.526, -3.940], [3.517, -1.114, -3.501], [-1.942, -2.532, 1.791], [2.020, -2.077, -1.623], [-1.393, 0.299, -0.852], [-1.150, -3.729, -0.587], [2.498, -2.791, -2.046], [-3.701, 0.865, 3.032], [-1.551, 2.975, -0.077], [0.635, 3.835, 0.305], [0.226, -2.389, -0.706], [-0.193, 3.476, -0.730], [3.696, -0.841, -4.541], [2.885, 6.807, -3.116], [0.065, -1.444, -0.836], [0.316, 2.357, -2.770], [-3.632, -1.207, 3.249], [0.880, -3.910, 0.161], [1.700, 5.124, -2.518], [-2.039, -2.036, 0.272], [-0.755, -1.649, 4.083], [-2.472, 3.917, -0.343], [-3.257, 1.424, 0.203], [1.835, -4.229, 3.299], [-5.188, -1.097, 4.266], [4.479, -1.225, -2.999], [-0.865, -3.068, -2.757], [0.929, -3.913, 3.333], [2.034, 1.553, 3.372], [1.698, 0.331, 2.515], [-5.205, -2.304, -0.833], [-4.384, -3.821, 2.849], [1.809, 2.269, -0.181], [-3.216, -2.333, 2.658], [-1.628, -4.378, 1.715], [-2.862, -3.859, -0.459], [0.362, 1.124, 1.138], [3.258, -3.224, -3.870]], "mulliken_charge": [-0.36, -0.44, 0.35, -0.52, 0.18, 0.45, -0.73, -0.05, 0.13, -0.80, 0.58, -0.16, -0.27, 0.41, 0.16, 0.50, -0.51, 0.28, 0.83, 0.15, 0.22, 0.45, 0.40, 0.30, -2.16, 0.36, 0.53, -0.46, -0.21, 0.30, 0.54, 0.35, 0.09, 0.33, 1.31, -0.66, 0.75, -1.23, 0.88, 0.44, -0.42, -0.25, 0.29, -0.87, -0.20, 0.25, -1.37, 0.84, -0.48, 0.86, 0.37, -0.33, 0.48, 1.34, 0.39, -0.38, -0.87, -0.47, 0.09, 0.10, 0.11, 1.18, -0.14, -0.29, -0.21, 0.35, -0.06, 0.27, -0.28, -0.80, -1.52, -0.22, -0.62, -0.10, 0.34, 0.04, -0.30, 1.00, -0.18, 0.36], "lumo_energy_ev": -3.7, "total_charge": 1, "orbital_gap_ha": 0.3022, "e_homo_ev": -11.96}



Entry 3:
{"formula": "C4H8O2", "method": "ωB97M-V with the def2-TZVPD basis set", "elements": ["H", "H", "C", "H", "C", "H", "H", "C", "H", "H", "C", "H", "O", "O"], "positions_angstrom": [[0.304, 0.305, 1.304], [2.426, 0.785, -1.538], [0.172, -0.423, 0.484], [2.227, 1.200, 0.188], [-2.081, 0.577, -0.038], [-1.389, -1.340, -0.647], [0.686, -1.350, 0.785], [-1.304, -0.691, 0.235], [2.682, -0.461, -0.285], [-1.515, 1.376, -0.560], [2.080, 0.416, -0.570], [-1.773, -1.211, 1.077], [0.722, 0.082, -0.709], [-3.237, 0.734, 0.274]], "nbo_charge": [0.16, 0.20, -0.06, 0.17, 0.44, 0.24, 0.17, -0.54, 0.17, 0.12, -0.25, 0.23, -0.54, -0.52], "lumo_energy_ev": 0.9, "total_charge": 0, "smiles": "COCCC=O", "orbital_gap_ha": 0.3886, "e_homo_ev": -9.67, "relative_energy_kcal_mol": 36.53}



Entry 4:
{"formula": "C6H12O", "method": "ωB97M-V with the def2-TZVPD basis set", "elements": ["H", "H", "C", "H", "H", "H", "C", "H", "C", "H", "H", "O", "C", "H", "H", "H", "H", "C", "C"], "positions_angstrom": [[-1.394, 2.382, 0.423], [-0.087, 2.200, -0.766], [1.562, -0.194, -1.140], [1.797, -0.332, -2.191], [2.050, 0.671, -0.691], [-2.183, 0.361, 1.753], [0.175, -0.518, -0.627], [0.256, 0.648, 1.157], [-0.935, 1.692, -0.293], [-0.519, -0.939, -1.356], [-2.377, -0.673, 0.329], [1.850, -1.408, 1.051], [1.347, -1.380, -0.254], [-1.673, 1.477, -1.076], [-1.300, -1.178, 1.647], [1.410, -2.371, -0.697], [2.158, -0.520, 1.276], [-1.653, -0.315, 1.072], [-0.486, 0.397, 0.384]], "nbo_charge": [0.21, 0.21, -0.46, 0.22, 0.21, 0.21, -0.25, 0.19, -0.60, 0.21, 0.20, -0.70, 0.10, 0.20, 0.22, 0.19, 0.47, -0.60, -0.22], "lumo_energy_ev": 1.0, "total_charge": 0, "smiles": "CC(C)[C@H]1C[C@H]1O", "orbital_gap_ha": 0.3842, "e_homo_ev": -9.42, "relative_energy_kcal_mol": 27.10}



Entry 5:
{"formula": "C2H3N3O", "method": "ωB97M-V with the def2-TZVPD basis set", "elements": ["H", "C", "H", "N", "H", "N", "O", "C", "N"], "positions_angstrom": [[0.505, -1.126, -1.805], [-0.255, 0.004, -1.139], [0.038, 2.192, 0.261], [-0.406, -1.321, -1.241], [0.181, 1.508, 1.812], [0.328, 1.403, 0.820], [-0.282, -1.927, 0.061], [-0.008, 0.191, 0.282], [-0.101, -0.924, 0.949]], "nbo_charge": [0.44, -0.03, 0.40, -0.31, 0.40, -0.79, -0.18, 0.19, -0.10], "lumo_energy_ev": 0.0, "total_charge": 0, "orbital_gap_ha": 0.3503, "e_homo_ev": -9.52, "relative_energy_kcal_mol": 125.87}



Entry 6:
{"formula": "C9H16NO", "method": "ωB97M-V with the def2-TZVPD basis set", "elements": ["C", "H", "C", "O", "H", "C", "C", "C", "H", "H", "H", "H", "H", "H", "C", "N", "C", "H", "C", "H", "H", "H", "H", "H", "C", "H", "H"], "positions_angstrom": [[-0.511, -1.935, -0.314], [-2.747, 0.749, -0.362], [-1.868, -1.319, -0.811], [0.364, 0.576, -1.401], [0.048, 2.627, 0.566], [-0.384, -1.188, 0.938], [1.088, 0.950, -0.411], [1.014, 2.367, 0.030], [-1.128, 2.027, -1.558], [-1.170, 0.396, -2.542], [-2.659, -1.801, -0.233], [0.979, 2.965, -0.970], [-0.465, -2.969, -0.255], [0.523, -2.346, 2.498], [-0.977, 0.891, -1.546], [-0.917, 0.112, 0.780], [-1.766, 0.215, -0.427], [0.315, -1.596, -1.034], [0.235, -1.426, 2.131], [1.850, -0.959, -0.077], [-1.270, 0.505, 1.694], [-1.901, -1.604, -1.935], [2.825, 0.472, 0.574], [2.779, 0.116, -1.258], [2.225, 0.067, -0.263], [0.341, -0.706, 2.849], [1.834, 2.563, 0.778]], "nbo_charge": [-0.47, 0.26, -0.40, -0.46, 0.28, 0.18, 0.76, -0.76, 0.21, 0.24, 0.24, 0.29, 0.26, 0.22, -0.10, -0.62, -0.10, 0.22, -0.45, 0.29, 0.43, 0.23, 0.25, 0.30, -0.75, 0.19, 0.27], "lumo_energy_ev": -4.4, "total_charge": 1, "orbital_gap_ha": 0.2836, "e_homo_ev": -12.16, "relative_energy_kcal_mol": 66.97}



Entry 7:
{"formula": "C7H11BO2", "method": "ωB97M-V with the def2-TZVPD basis set", "elements": ["H", "H", "H", "H", "H", "C", "C", "H", "H", "H", "C", "O", "H", "H", "B", "C", "C", "H", "O", "C", "C"], "positions_angstrom": [[2.154, -2.529, 2.194], [-1.828, 0.777, 1.081], [-1.256, 3.033, -0.911], [1.617, -1.343, 3.381], [-2.831, 2.730, -0.029], [0.126, 0.928, 0.142], [-1.813, 2.433, -0.209], [-1.377, 0.273, -2.157], [0.503, -2.558, 2.773], [1.097, 0.692, -2.522], [1.323, -1.900, 2.498], [0.693, 0.396, 1.479], [1.391, -1.100, -2.447], [-1.056, -1.514, -2.099], [0.859, -0.942, 1.331], [0.787, -0.265, -2.129], [-0.683, -0.519, -1.919], [0.788, 1.733, -0.176], [0.554, -1.400, 0.074], [0.219, -0.315, -0.744], [-1.270, 1.388, 0.386]], "nbo_charge": [0.24, 0.21, 0.19, 0.24, 0.21, 0.05, -0.38, 0.22, 0.24, 0.21, -0.98, -0.69, 0.23, 0.23, 1.10, -0.43, -0.43, 0.20, -0.67, 0.21, -0.19], "lumo_energy_ev": 0.8, "total_charge": 0, "smiles": "C=C[C@H]1OB(C)OC12CC2", "orbital_gap_ha": 0.3831, "e_homo_ev": -9.65, "relative_energy_kcal_mol": 0.39}



Entry 8:
{"formula": "C10H10O", "method": "ωB97M-V with the def2-TZVPD basis set", "elements": ["C", "C", "C", "C", "O", "H", "C", "C", "C", "C", "H", "H", "H", "C", "H", "H", "H", "H", "H", "C", "H"], "positions_angstrom": [[-0.525, -0.227, 0.418], [1.867, -0.622, -0.180], [-0.893, 1.037, 0.053], [3.200, 0.147, -0.373], [0.672, 2.888, 0.318], [1.138, -0.161, 1.870], [0.903, 0.061, 0.816], [-2.276, 1.201, -0.243], [-2.608, -1.165, -0.066], [-3.178, 0.102, -0.250], [-3.208, -2.061, -0.064], [-0.919, -2.357, 0.388], [-2.678, 2.244, -0.479], [0.300, 1.757, 0.337], [-4.218, 0.091, -0.473], [2.928, 1.161, -0.274], [1.893, -1.753, 0.231], [1.377, -0.884, -1.259], [3.956, -0.058, 0.378], [-1.276, -1.345, 0.239], [3.546, -0.057, -1.387]], "nbo_charge": [0.06, -0.41, -0.25, -0.62, -0.50, 0.22, -0.31, -0.12, -0.15, -0.25, 0.21, 0.22, 0.22, 0.63, 0.23, 0.22, 0.20, 0.21, 0.21, -0.24, 0.21], "lumo_energy_ev": 0.0, "total_charge": 0, "smiles": "CC[C@H]1C(=O)c2ccccc21", "orbital_gap_ha": 0.3298, "e_homo_ev": -8.99, "relative_energy_kcal_mol": 71.09}



| no. | F_max (eV Å⁻¹) |
| --- | --- |
| 1 | 2.635 |
| 2 | 1.541 |
| 3 | 0.482 |
| 4 | 0.364 |
| 5 | 1.231 |
| 6 | 3.862 |
| 7 | 2.349 |
| 8 | 5.030 |